# 1
{
  "formula": "C4H2Br2O",
  "method": "ωB97M-V/def2-TZVPD",
  "e_lumo_ev": 0.063,
  "homo_lumo_gap_ev": 9.27,
  "relative_energy_ev": 1.952,
  "e_homo_ha": -0.338,
  "total_charge": 0,
  "symbols": ["C", "C", "C", "C", "O", "Br", "Br", "H", "H"],
  "xyz": [[1.51044, 0.08606, -0.15589], [1.35423, -0.44472, 1.14096], [-2.20462, -0.36415, -0.60664], [2.18568, 0.65655, 0.82956], [-1.87009, -0.36354, -1.76023], [-2.76555, -1.97560, 0.19915], [-2.47478, 1.12469, 0.41979], [1.31783, 0.01696, -1.13782], [2.94686, 1.26375, 1.07112]]
}

=====

# 2
{
  "formula": "C4H2CaO5",
  "method": "ωB97M-V/def2-TZVPD",
  "e_lumo_ev": -9.672,
  "homo_lumo_gap_ev": 12.66,
  "relative_energy_ev": 3.045,
  "e_homo_ha": -0.821,
  "total_charge": 2,
  "symbols": ["Ca", "O", "C", "C", "O", "C", "O", "C", "O", "O", "H", "H"],
  "xyz": [[-0.00342, 0.30733, 0.02367], [0.02992, 3.70799, -1.97496], [0.01889, 2.73943, -1.45072], [1.70777, -0.87772, 0.48511], [2.61305, -1.36250, 0.73475], [-1.73312, -0.85036, 0.47321], [-2.63898, -1.31330, 0.71077], [0.00022, -0.92051, -1.73371], [-0.00103, -1.46092, -2.66026], [0.02199, 1.11681, 2.04837], [0.05712, 0.41068, 2.68809], [0.84858, 1.56356, 2.05458]]
}

=====

# 3
{
  "formula": "C4H2Cl2",
  "method": "ωB97M-V/def2-TZVPD",
  "e_lumo_ev": [-1.581, -1.580],
  "homo_lumo_gap_ev": [7.33, 7.33],
  "relative_energy_ev": 5.302,
  "e_homo_ha": [-0.327, -0.327],
  "total_charge": 0,
  "symbols": ["C", "C", "C", "C", "Cl", "Cl", "H", "H"],
  "xyz": [[-1.43518, -1.79271, -0.14777], [-0.96089, -0.85564, -0.88169], [-0.82306, 0.27153, -1.48786], [0.73179, 1.57597, -0.50466], [2.20042, 1.40699, -1.11014], [0.71216, 0.86238, 1.11741], [-1.18145, 0.73135, -2.42445], [0.24930, 2.45827, -0.75501]]
}

=====

# 4
{
  "formula": "C4H2Cl4",
  "method": "ωB97M-V/def2-TZVPD",
  "e_lumo_ev": 0.295,
  "smiles": "C=C(Cl)C(Cl)=C(Cl)Cl",
  "homo_lumo_gap_ev": 9.62,
  "relative_energy_ev": 0.498,
  "e_homo_ha": -0.343,
  "total_charge": 0,
  "symbols": ["C", "C", "Cl", "C", "Cl", "C", "Cl", "Cl", "H", "H"],
  "xyz": [[1.17282, -0.86459, -0.72311], [0.94167, -0.37449, 0.44378], [1.58663, -0.91092, 1.88462], [-0.22117, 0.74202, 0.50011], [-0.23445, 1.87691, 1.71006], [-1.37502, 0.54091, -0.09675], [-2.51345, 1.85787, -0.13884], [-1.80727, -0.85153, -1.02712], [1.87083, -1.64662, -1.07920], [0.57941, -0.36957, -1.47355]]
}

=====

# 5
{
  "formula": "C4H2CoO2",
  "method": "ωB97M-V/def2-TZVPD",
  "e_lumo_ev": [6.379, 6.348],
  "homo_lumo_gap_ev": [4.03, 5.13],
  "e_homo_ha": [0.086, 0.045],
  "spin_multiplicity": 4,
  "total_charge": -2,
  "symbols": ["O", "C", "C", "C", "H", "C", "O", "Co", "H"],
  "xyz": [[-0.64574, 1.44332, 0.53128], [-1.23731, 0.60018, -0.51027], [-2.26670, -0.32565, -0.05956], [-2.91186, -1.31423, 0.37246], [-1.61889, 1.22037, -1.34596], [2.23635, -0.75837, 0.45218], [2.74676, 0.15924, -0.24170], [0.70695, 0.40049, -0.14844], [2.99044, -1.42534, 0.95001]]
}

=====

# 6
{
  "formula": "C4H2CsO",
  "method": "ωB97M-V/def2-TZVPD",
  "e_lumo_ev": [-1.440, -1.456],
  "homo_lumo_gap_ev": [3.09, 4.76],
  "relative_energy_ev": 0.501,
  "e_homo_ha": [-0.167, -0.228],
  "spin_multiplicity": 2,
  "total_charge": 0,
  "symbols": ["C", "C", "C", "C", "O", "Cs", "H", "H"],
  "xyz": [[1.89101, -0.42263, -2.04840], [0.97479, 0.89315, 0.00499], [1.29931, 0.09835, -0.91932], [-3.75108, -1.43545, 1.91694], [-3.41612, -0.51445, 2.48342], [-1.32936, 2.53158, 3.61363], [1.42831, -0.31632, -3.03306], [2.90314, -0.83423, -2.01820]]
}

=====

# 7
{
  "formula": "C4H2F2",
  "method": "ωB97M-V/def2-TZVPD",
  "e_lumo_ev": 0.874,
  "smiles": "C#C/C(F)=C\\F",
  "homo_lumo_gap_ev": 10.37,
  "relative_energy_ev": 0.469,
  "e_homo_ha": -0.349,
  "total_charge": 0,
  "symbols": ["C", "C", "C", "F", "C", "F", "H", "H"],
  "xyz": [[0.97727, -0.70799, -2.00932], [0.56282, -0.48720, -0.90403], [0.06841, -0.27437, 0.41059], [0.43370, -1.18290, 1.35513], [-0.68208, 0.74730, 0.79740], [-1.08527, 1.66628, -0.08380], [1.33001, -0.84259, -3.01531], [-1.02438, 0.82578, 1.80551]]
}

=====

# 8
{
  "formula": "C4H2F2O",
  "method": "ωB97M-V/def2-TZVPD",
  "e_lumo_ev": -0.119,
  "smiles": "O=C=C(F)F.C#C",
  "homo_lumo_gap_ev": 9.08,
  "relative_energy_ev": 3.730,
  "e_homo_ha": -0.338,
  "total_charge": 0,
  "symbols": ["O", "C", "C", "F", "F", "C", "C", "H", "H"],
  "xyz": [[0.60621, 1.86397, -0.43660], [1.11215, 0.82701, -0.41496], [1.85674, -0.25374, -0.06228], [3.10714, -0.34981, -0.61480], [1.35692, -1.42640, 0.40568], [-2.10148, 0.45862, 0.35922], [-1.79012, -0.71548, 0.28564], [-2.56782, 1.37908, 0.38587], [-1.57974, -1.78325, 0.09222]]
}

=====

Let's list electronic energy in order: -5376.71536; -1206.72483; -1073.71781; -1994.31469; -1686.56899; -248.77580; -353.24348; -428.41677 Ha.